w:
Density functional theory data (ωB97M-V with the def2-TZVPD basis set) for a 2-piece molecular cluster, CH4O3S overall.

Geometry (Å):
C (1.098, -0.974, -1.426)
O (1.516, -1.512, -0.283)
O (0.116, -0.302, -1.668)
O (-0.115, -0.138, 1.009)
S (-0.390, 1.014, 0.220)
H (1.854, -1.176, -2.223)
H (0.928, -1.367, 0.535)
H (-1.836, 0.718, -0.008)
H (-0.704, 1.979, 1.070)

E_HOMO = -9.67 eV

natural (NBO) atomic charge list, values in e, 5 entries: atom 1 (C): 0.6688, atom 2 (O): -0.6961, atom 3 (O): -0.6282, atom 4 (O): -1.0526, atom 5 (S): 1.0209

x:
Density functional theory data (ωB97M-V with the def2-TZVPD basis set) for one molecule with the formula CH4O3S.

Geometry (Å):
C (0.924, 0.906, -0.204)
H (-0.846, 1.571, -0.199)
H (1.332, 1.470, 0.636)
H (1.673, 0.684, -0.931)
H (-0.629, -0.537, -1.447)
O (-0.143, 1.539, -0.852)
O (-0.196, -1.259, -0.947)
O (-0.986, -0.083, 1.172)
S (0.220, -0.637, 0.512)

E_HOMO = -10.02 eV

natural (NBO) atomic charge list, values in e, 5 entries: atom 1 (C): -0.2764, atom 2 (H): 0.4938, atom 3 (H): 0.1857, atom 4 (H): 0.2027, atom 5 (H): 0.4961

Q: Which of them is the most stable? A: x.